Entry 1:
17
Properties=species:S:1:pos:R:3:forces:R:3:lowdin_charge:R:1 method="wB97M-V/def2-TZVPD" largest_force_ev_per_a=0.284 de_lowest_kcal_mol=136.6 e_tot_ha=-346.80778 total_charge=0 gap_ev=8.745 multiplicity=1
C -1.148843 -1.349994 0.402197 0.0 0.0 0.0 -0.0138
C -0.521990 -0.135221 -0.241812 0.1 -0.2 0.0 -0.5408
C 0.861202 -0.316318 -0.806105 -0.2 0.1 -0.1 -0.0302
C 2.029710 0.250308 0.963061 -0.2 -0.2 0.0 -0.0983
O 1.963966 1.576219 0.811615 -0.1 0.2 0.0 -0.0673
C -1.398629 0.922283 -0.765350 -0.2 0.0 -0.2 -0.0795
O -0.741523 1.087028 0.488947 0.0 0.1 0.1 -0.0689
H -1.329667 -2.130120 -0.345229 0.0 0.1 0.1 0.0901
H -0.487904 -1.764283 1.171614 -0.1 0.1 -0.1 0.0857
H -2.099589 -1.083620 0.871956 0.1 0.0 -0.1 0.0900
H 1.145685 0.495178 -1.481646 0.0 -0.1 0.1 0.1032
H 0.953402 -1.285980 -1.306841 0.0 0.1 0.1 0.1029
H 2.010829 -0.393148 -0.090349 0.1 -0.1 0.0 0.0388
H 1.229113 -0.141807 1.610961 0.1 0.1 -0.1 0.0629
H 1.055823 1.885714 0.983736 0.2 0.0 0.0 0.0880
H -2.481460 0.812929 -0.702247 0.2 0.0 0.0 0.1175
H -1.040126 1.570824 -1.564512 0.0 -0.1 0.1 0.1197

***

Entry 2:
107
Properties=species:S:1:pos:R:3:forces:R:3:lowdin_charge:R:1 method="wB97M-V/def2-TZVPD" largest_force_ev_per_a=3.012 s_squared=8.78 e_tot_ha=-4548.52162 total_charge=+4 gap_ev="7.139 / 4.366" multiplicity=6
Fe -0.100754 -0.445021 -1.259505 -0.5 0.4 0.1 0.9599
O -2.468818 2.638117 0.720091 0.6 0.5 2.9 0.2054
C -2.076505 1.731381 -0.084850 1.1 -1.4 -0.6 -0.4607
O -1.368184 0.765991 0.232721 0.0 0.2 0.2 -0.0081
C -2.431038 1.885619 -1.529996 -0.2 0.3 -0.1 -0.1616
C -3.454917 2.659183 -2.060565 0.1 0.0 0.1 0.0706
C -3.558688 2.733187 -3.443550 0.0 0.0 -0.1 0.0288
C -2.628158 2.075776 -4.242921 0.1 0.0 0.1 0.0611
C -1.659583 1.305262 -3.612676 -0.2 0.2 -0.1 -0.1584
N -1.594903 1.204591 -2.293909 0.4 -0.5 0.3 0.1258
C -0.579723 0.479028 -4.255641 -0.3 0.2 0.2 -0.4281
O -0.258523 0.631792 -5.504259 0.3 -0.3 -0.2 0.2359
O 0.002498 -0.329058 -3.554985 0.5 -0.4 0.4 0.0564
H -2.038253 2.501481 1.672445 -1.1 0.5 -2.1 0.1976
H -4.142415 3.182741 -1.410186 0.0 0.0 0.0 0.1443
H -4.356255 3.302320 -3.902585 0.0 0.0 0.0 0.1408
H -2.683263 2.162366 -5.320473 0.0 0.0 0.0 0.1375
H -0.749357 1.292427 -6.011459 -0.1 0.1 0.1 0.1500
N -3.218599 -3.870299 2.344113 0.0 0.1 0.1 0.2618
C -2.571361 -2.555553 1.946614 0.3 0.5 -0.2 -0.2583
C -1.050961 -2.600700 2.064085 0.1 -0.3 -0.1 -0.0710
C -0.311805 -3.278856 0.883275 -0.3 -0.1 0.0 -0.3166
N 0.524852 -2.286038 0.170259 0.0 0.8 -0.5 0.0411
C -1.267430 -3.929062 -0.114560 0.1 0.3 -0.1 -0.0968
C -2.395597 -3.008244 -0.588559 0.0 -0.1 0.2 -0.3272
N -1.883372 -2.118917 -1.650011 0.5 0.6 -0.1 0.0410
C -2.989604 -2.139101 0.545321 -0.2 -0.3 -0.1 -0.0816
H -2.980002 -4.125584 3.306134 0.0 0.0 0.0 0.1870
H -2.919356 -4.631173 1.732759 -0.1 -0.1 0.1 0.1555
H -4.239110 -3.802192 2.292965 0.0 -0.1 0.0 0.1880
H -2.949083 -1.824373 2.661847 -0.1 -0.1 0.0 0.1653
H -0.758395 -3.065365 3.007685 0.1 0.1 0.0 0.1333
H -0.726304 -1.559664 2.103025 -0.1 0.1 0.2 0.1227
H 0.332302 -4.066441 1.283663 0.0 0.1 0.0 0.1548
H 1.071345 -2.773483 -0.538765 0.2 -0.1 0.2 0.1137
H 1.196174 -1.877992 0.817944 0.1 -0.1 -0.1 0.0984
H -1.677604 -4.850194 0.305427 0.1 -0.1 0.0 0.1218
H -0.695533 -4.257712 -0.986181 0.0 -0.2 0.0 0.1359
H -3.189076 -3.639288 -1.000752 0.1 0.0 0.0 0.1538
H -2.664418 -1.611832 -2.058805 0.0 0.0 -0.1 0.1063
H -1.485104 -2.682806 -2.397578 -0.2 0.0 -0.1 0.1074
H -4.079057 -2.108879 0.468628 0.0 0.1 0.0 0.1361
H -2.628944 -1.118435 0.412037 0.0 0.0 0.1 0.0968
C 7.995422 2.954534 -1.615105 0.1 0.2 -0.1 -0.0219
C 6.621344 2.598131 -1.154512 -0.3 -0.1 0.2 -0.2366
C 6.358259 2.280587 0.181456 0.1 0.1 -0.2 -0.0159
C 5.083729 1.928596 0.590668 -0.2 -0.1 0.1 -0.0856
C 4.049999 1.900715 -0.339021 -0.2 -0.2 0.3 -0.3797
C 4.281713 2.212668 -1.672645 -0.1 0.1 -0.1 -0.0496
C 5.556504 2.566342 -2.066350 0.0 0.0 0.0 -0.0027
S 2.434844 1.500503 0.308377 0.5 0.5 -0.2 1.0605
O 1.821136 0.443074 -0.599703 -0.9 -0.6 -0.5 -0.5659
C 1.567564 3.022228 -0.098617 0.1 0.4 0.9 -0.3044
C 0.932061 3.113991 -1.343181 -0.1 0.0 -0.2 -0.0846
C 0.256083 4.255321 -1.676053 0.0 -0.2 -0.1 0.0020
C 0.142666 5.326139 -0.767584 0.0 0.1 0.2 -0.1441
C -0.584146 6.495841 -1.087351 -0.1 0.2 0.0 -0.0059
C -0.728976 7.502817 -0.172161 0.0 -0.1 -0.3 -0.0251
C -0.160470 7.383122 1.109325 0.2 -0.1 0.2 -0.0188
C 0.578812 6.278974 1.439922 0.0 0.2 0.1 0.0042
C 0.765837 5.231079 0.508751 -0.1 -0.1 0.0 -0.1095
C 1.527598 4.069322 0.824353 -0.1 -0.8 -0.4 -0.1556
C 2.347586 4.064532 2.078970 0.2 -0.1 -0.1 -0.1029
C 3.537069 4.841794 2.081522 -0.1 -0.2 0.0 -0.1033
C 4.002816 5.483341 0.912786 -0.3 -0.2 0.2 0.0887
C 5.199579 6.195091 0.917280 0.4 0.2 0.2 0.0268
C 5.960976 6.282777 2.074779 0.0 0.2 -0.5 0.0212
C 5.535205 5.650389 3.236685 -0.1 -0.2 0.3 0.0913
C 4.325419 4.913620 3.261048 -0.1 0.0 -0.1 -0.1332
C 3.899923 4.250140 4.414911 0.4 0.4 0.1 0.0850
C 2.754960 3.463159 4.404952 -0.4 -0.1 -0.2 0.0265
C 2.010115 3.337002 3.241668 0.1 0.1 -0.2 -0.2435
S 0.561121 2.252495 3.137758 -0.5 0.3 1.0 0.9873
O -0.612189 3.065984 3.615281 0.2 -0.3 -0.9 -0.4771
C 0.946046 1.139787 4.485045 0.2 -0.3 -0.3 -0.4248
C 0.263022 1.219930 5.687643 -0.1 0.3 -0.1 -0.0559
C 0.540072 0.299179 6.688741 0.1 -0.1 0.0 -0.0032
C 1.487136 -0.709772 6.503669 -0.1 0.1 -0.1 -0.2479
C 1.789186 -1.697508 7.586768 0.2 0.1 0.2 -0.0283
C 2.172874 -0.761019 5.284666 0.0 0.1 0.0 -0.0274
C 1.903762 0.148411 4.277099 -0.1 0.1 0.1 -0.0979
H 8.761229 2.626554 -0.916114 0.0 0.0 0.0 0.0919
H 8.084987 4.039303 -1.723114 0.0 0.0 0.0 0.0992
H 8.202111 2.535704 -2.599103 0.0 -0.1 0.0 0.0976
H 7.167724 2.289761 0.900426 0.0 0.0 0.0 0.1267
H 4.895156 1.662074 1.625475 0.0 0.0 0.0 0.1112
H 3.475011 2.175750 -2.393536 0.0 0.0 0.0 0.1150
H 5.740592 2.823454 -3.101652 0.0 -0.1 0.0 0.1317
H 1.011283 2.283884 -2.033843 0.0 0.0 0.0 0.0941
H -0.205021 4.353647 -2.652247 0.0 0.0 0.0 0.1266
H -1.019048 6.590126 -2.074585 0.0 0.0 0.0 0.1243
H -1.273767 8.398974 -0.435541 0.0 0.0 0.0 0.1262
H -0.301633 8.177546 1.829600 0.0 0.0 0.0 0.1266
H 1.013744 6.196353 2.428383 0.0 0.0 0.0 0.1263
H 3.428073 5.397165 -0.000525 0.0 0.1 0.0 0.1405
H 5.537402 6.682951 0.012816 0.0 0.0 0.0 0.1359
H 6.888421 6.839559 2.066597 0.0 0.0 0.0 0.1380
H 6.134796 5.701669 4.137762 0.0 0.0 0.0 0.1463
H 4.474387 4.358407 5.327084 0.0 -0.1 0.0 0.1476
H 2.437321 2.962762 5.310451 0.0 -0.1 0.0 0.1344
H -0.465294 2.007991 5.837190 0.0 0.0 0.0 0.1199
H 0.030296 0.378052 7.641019 -0.1 0.0 0.0 0.1306
H 0.961838 -1.804877 8.285409 0.0 0.0 -0.1 0.0902
H 2.650589 -1.351296 8.163634 0.0 0.0 0.0 0.1037
H 2.056901 -2.672869 7.182904 -0.1 0.0 0.0 0.0877
H 2.947048 -1.504743 5.138213 -0.1 -0.1 0.0 0.1237
H 2.453561 0.111137 3.345698 0.1 0.0 -0.1 0.0954

***

Entry 3:
33
Properties=species:S:1:pos:R:3:forces:R:3:lowdin_charge:R:1 method="wB97M-V/def2-TZVPD" largest_force_ev_per_a=5.848 de_lowest_kcal_mol=63.5 e_tot_ha=-976.42377 total_charge=0 gap_ev="6.785 / 6.824" multiplicity=1
C -4.445478 -0.274409 -0.105875 0.7 3.1 1.9 -0.0953
C -3.317915 -1.028447 0.132560 0.2 0.3 -0.5 -0.1079
C -4.396355 1.168344 0.112619 -0.8 -1.7 -2.2 -0.0659
C -2.104591 -0.325632 0.373118 -1.8 -2.6 -1.0 -0.0710
C -3.202786 1.821237 0.192501 -1.7 -0.6 0.2 -0.0823
C -2.092557 1.043865 0.212558 4.9 -0.2 0.4 -0.2697
C 2.892728 -0.059768 1.408151 0.5 2.8 0.8 -0.0660
C 2.611269 -0.711239 -0.911446 2.3 -0.4 -3.0 -0.1026
C -0.751358 1.620987 0.014895 -2.7 1.7 1.0 -0.0973
C 2.762264 0.482080 -0.034722 -2.6 -1.5 1.9 -0.4190
C 1.546808 1.385743 -0.102714 2.5 2.4 0.6 -0.1026
N 0.343852 0.901932 0.004306 1.2 1.2 -0.7 0.0127
O -0.421748 -2.200422 -1.727564 -5.0 -3.0 0.1 -0.3408
O -1.384926 -0.224251 -2.904422 0.9 0.3 -1.2 -0.3340
P -1.658486 -1.807150 -2.879584 1.7 -1.1 1.1 0.8252
H -5.421363 -0.632223 -0.148054 -1.3 -1.1 -0.6 0.0673
H -3.411779 -2.114379 -0.054002 0.5 0.6 0.6 0.1086
H -5.261184 1.747620 -0.229894 -0.1 -0.2 0.9 0.1036
H -1.223307 -0.977463 0.414632 -0.3 0.7 0.2 0.0963
H -3.178934 2.869621 0.205568 0.3 1.3 -0.2 0.1007
H 2.127750 -0.756646 1.470011 -1.8 -1.2 0.8 0.0365
H 3.795125 -0.604005 1.679413 0.4 0.3 -0.2 0.0776
H 2.696706 0.835941 2.102028 0.5 -1.6 -0.6 0.1102
H 2.273479 -0.364905 -1.929595 0.3 -0.6 0.8 0.1036
H 1.953196 -1.444543 -0.536804 -1.0 -0.9 0.5 0.0424
H 3.626926 -1.270593 -1.049780 -1.7 1.0 0.2 0.1265
H -0.814904 -2.024044 -4.015256 -0.3 -0.1 0.0 -0.0496
H -0.588493 2.717380 0.137335 -0.2 -1.0 -0.3 0.1306
H 3.645868 0.925404 -0.252738 2.4 2.1 -1.0 0.0917
H 1.640179 2.519294 0.077971 0.0 -2.0 -0.4 0.1494
H 0.242134 -1.635002 -1.900363 4.0 3.0 -1.0 -0.0932
H 0.353128 -0.079963 -0.078920 -0.8 -1.5 0.0 0.1069
H -1.986961 0.282598 -2.402225 -1.2 0.9 1.1 0.0076

***

Entry 4:
88
Properties=species:S:1:pos:R:3:forces:R:3:lowdin_charge:R:1 method="wB97M-V/def2-TZVPD" largest_force_ev_per_a=0.583 s_squared=0.77 de_lowest_kcal_mol=0.0 e_tot_ha=-9735.74094 total_charge=0 gap_ev="5.528 / 5.137" multiplicity=2
Ru 0.376689 1.387321 -0.001540 0.1 0.4 -0.1 0.6606
O 4.820790 1.440558 3.673829 0.0 0.0 0.0 -0.0527
C 5.122966 2.384150 2.654302 0.0 0.0 0.0 -0.2281
C 3.928868 2.511939 1.694586 -0.1 0.0 0.0 -0.5587
C 4.416034 3.478196 0.613971 0.1 0.0 0.0 -0.2400
O 3.387548 3.761749 -0.303665 0.0 0.0 0.0 -0.1270
C 3.619496 1.092972 1.187966 0.0 -0.1 0.0 -0.4626
Se 2.660880 0.936091 -0.501728 -0.3 0.1 -0.1 0.8177
C 2.745291 3.057762 2.495151 -0.1 -0.1 -0.1 -0.5035
Se 0.941976 3.149971 1.706435 0.0 -0.1 0.0 0.7101
H 5.569494 1.385553 4.273009 0.0 0.0 0.0 0.0907
H 6.000634 2.054641 2.083805 0.0 0.0 0.0 0.1266
H 5.341882 3.366535 3.089556 0.0 0.0 0.0 0.1288
H 5.285846 3.032102 0.109031 0.0 0.0 0.0 0.1300
H 4.754443 4.396320 1.112575 0.0 0.0 0.0 0.1305
H 3.666938 4.445935 -0.918222 0.0 0.0 0.0 0.1041
H 3.023189 0.583858 1.942537 0.0 0.0 0.0 0.0531
H 4.545923 0.528640 1.065508 0.0 0.0 -0.1 0.0715
H 2.953402 4.086698 2.797448 0.0 0.0 0.0 0.0631
H 2.657679 2.454656 3.396570 0.0 0.0 0.0 0.0519
C 2.295162 -3.123669 3.111398 0.0 0.0 0.0 -0.0794
C 1.550176 -2.360850 4.004599 0.0 0.0 0.0 -0.0760
C 0.800967 -1.287827 3.556258 0.0 0.1 0.0 -0.0172
C 0.804639 -0.968968 2.199537 0.0 0.0 -0.1 -0.2462
C 1.554146 -1.720410 1.307337 -0.1 0.0 -0.1 -0.0799
C 2.294322 -2.800247 1.763278 0.0 0.0 0.0 -0.0700
N 0.033830 0.123318 1.677118 -0.1 0.2 -0.4 -0.0889
N -0.936240 0.426029 2.421050 0.0 -0.1 0.1 0.0804
C -1.771706 1.419017 1.913938 0.0 0.0 0.0 -0.3807
C -2.877775 1.782249 2.676109 0.0 0.0 0.0 -0.0018
C -3.774710 2.682329 2.146576 0.0 0.0 0.0 -0.0532
C -3.555253 3.169398 0.862149 0.0 0.0 0.0 -0.0389
C -2.439600 2.756330 0.162794 0.1 0.0 0.1 -0.0887
N -1.546344 1.899929 0.679730 -0.1 0.0 0.0 -0.0584
H 2.877406 -3.962900 3.469708 0.0 0.0 0.0 0.1020
H 1.559333 -2.599356 5.060188 0.0 0.0 0.0 0.1031
H 0.231118 -0.682678 4.245150 0.0 0.0 0.0 0.1069
H 1.531502 -1.463475 0.257685 0.0 0.0 0.0 0.0334
H 2.873023 -3.384575 1.058605 0.0 0.0 0.0 0.1055
H -2.992245 1.350277 3.659387 0.0 0.0 0.0 0.1167
H -4.637386 2.999252 2.717256 0.0 0.0 0.0 0.1099
H -4.235969 3.871792 0.402955 0.0 0.0 0.0 0.1089
H -2.225103 3.117113 -0.829336 0.0 0.0 0.0 0.1051
C -1.182499 -6.596464 -4.351133 0.0 0.0 0.0 -0.0489
C -1.451127 -5.215220 -4.883983 0.0 0.0 0.0 -0.2757
C -0.506347 -4.203554 -4.787871 0.0 0.0 0.0 -0.0356
C -0.738454 -2.927173 -5.283738 0.0 0.0 -0.1 -0.0197
C -1.948239 -2.641206 -5.897829 0.0 0.0 0.0 -0.2622
N -2.268061 -1.386518 -6.457197 -0.1 0.0 0.0 0.1291
C -1.639382 -0.162356 -6.380788 0.0 0.1 0.0 -0.5234
O -1.682100 0.610827 -7.317912 0.0 0.0 0.0 0.0727
N -0.983737 0.184645 -5.214141 0.1 -0.2 0.0 0.1495
C -1.298274 -0.142190 -3.881697 0.0 0.0 0.0 -0.2066
C -2.450203 -0.796738 -3.475144 0.0 -0.1 0.0 0.0082
C -2.638974 -1.000026 -2.117053 0.0 0.0 0.0 -0.0376
C -1.727108 -0.489288 -1.217713 0.0 0.0 0.0 -0.1495
N -0.643792 0.196365 -1.603695 0.2 -0.3 0.5 -0.0142
C -0.409905 0.301897 -2.906026 0.1 0.0 0.0 -0.0993
C -2.907743 -3.647534 -6.005181 0.0 0.0 0.0 -0.0261
C -2.659371 -4.912279 -5.507532 0.0 0.0 0.0 -0.0443
H -0.208449 -6.644458 -3.865607 0.0 0.0 0.0 0.0632
H -1.194368 -7.337747 -5.152417 0.0 0.0 0.0 0.0810
H -1.937821 -6.892396 -3.620660 0.0 0.0 0.0 0.0802
H 0.450022 -4.409154 -4.324127 0.0 0.0 0.0 0.0878
H 0.034989 -2.175546 -5.206228 0.0 0.0 0.0 0.0946
H -2.846091 -1.424208 -7.282741 0.0 0.0 0.0 0.1498
H -0.499825 1.062709 -5.335609 0.0 0.0 0.0 0.1578
H -3.176101 -1.147001 -4.194113 0.0 0.0 0.0 0.1136
H -3.507820 -1.532055 -1.754950 0.0 0.0 0.0 0.1096
H -1.865701 -0.614775 -0.152780 0.0 0.0 0.0 0.0948
H 0.499158 0.808160 -3.198126 0.0 0.1 0.0 0.1084
H -3.855679 -3.429466 -6.484003 0.0 0.0 0.0 0.1140
H -3.419865 -5.678461 -5.606973 0.0 0.0 0.0 0.1148
F 0.562291 4.170155 -1.146636 0.0 0.0 0.0 -0.0103
C 0.420245 2.880566 -1.515188 0.0 -0.1 0.1 -0.6569
F -0.764688 2.924457 -2.285242 0.0 -0.1 0.1 -0.0491
F 1.371432 2.714009 -2.507930 0.1 0.0 0.0 -0.0603
Br 2.207998 -2.235862 -2.806939 -0.1 0.0 0.1 0.7765
C 1.278708 -3.567154 -1.805454 0.2 -0.1 -0.1 -0.7571
C 1.807847 -4.854043 -1.792583 0.0 0.0 0.0 -0.1257
C 1.129104 -5.810401 -1.060995 0.0 0.0 0.0 -0.0691
C -0.031848 -5.449155 -0.388316 0.0 0.0 0.0 -0.0582
C -0.455840 -4.136765 -0.476110 0.0 0.0 0.0 -0.1258
N 0.192360 -3.203642 -1.176988 -0.1 0.1 -0.1 0.0613
H 2.717157 -5.080630 -2.330118 0.0 0.0 0.0 0.1014
H 1.502978 -6.825174 -1.014628 0.0 0.0 0.0 0.1118
H -0.591712 -6.165505 0.196271 0.0 0.0 0.0 0.1051
H -1.349008 -3.804972 0.041665 0.0 0.0 0.0 0.1118